Record 1
{"formula": "C25H22Cl2IrO8P2S9", "method": "ωB97M-V/def2-TZVPD", "species": ["Ir", "Cl", "C", "C", "C", "C", "C", "Cl", "C", "S", "H", "H", "H", "C", "C", "O", "P", "O", "O", "O", "P", "O", "O", "O", "H", "H", "H", "H", "H", "H", "H", "C", "S", "C", "C", "S", "S", "C", "S", "S", "H", "H", "H", "O", "C", "C", "C", "C", "C", "S", "C", "C", "C", "C", "S", "C", "C", "C", "C", "S", "H", "H", "H", "H", "H", "H", "H", "H", "H"], "xyz": [[-0.51196, -0.69056, -0.35076], [-1.45052, -2.58124, -3.43915], [-1.18027, -1.03767, -4.15336], [-0.75465, -1.00347, -5.46791], [-0.57525, 0.21632, -6.09533], [-0.85154, 1.39106, -5.42251], [-1.28059, 1.34291, -4.10568], [-1.69150, 2.83137, -3.33938], [-1.41174, 0.13186, -3.41748], [-1.98518, 0.09118, -1.73114], [-0.57747, -1.93281, -5.99024], [-0.24074, 0.25110, -7.12337], [-0.74497, 2.35143, -5.90657], [-3.06367, -3.02525, 2.41942], [-1.57969, -3.26238, 2.15984], [-1.02438, -4.26081, 3.01588], [-1.24520, -3.81703, 0.46519], [-2.42057, -4.78965, 0.03341], [0.02204, -4.73322, 0.54092], [-1.09160, -2.72136, -0.54572], [-0.65621, -1.68851, 2.42049], [0.62173, -1.93562, 1.41035], [-0.27881, -1.62389, 3.84178], [-1.41231, -0.59462, 1.69067], [-3.62367, -3.95231, 2.30782], [-3.45138, -2.27311, 1.73013], [-3.19092, -2.64440, 3.43305], [-0.69672, -3.78770, 3.80066], [-3.03263, -4.39871, -0.60339], [0.07431, -5.20214, 1.39113], [1.46262, -1.58465, 1.76289], [3.87406, 0.17555, -0.10921], [3.74399, -1.46542, 0.63606], [2.93359, -2.51517, -0.52618], [1.97549, -2.29408, -1.45166], [1.26545, -0.74288, -1.86299], [1.45506, -3.72885, -2.32670], [2.44056, -4.88911, -1.53001], [2.44591, -6.49065, -1.86367], [3.44979, -4.17061, -0.31921], [4.56857, 0.70209, 0.54561], [2.91827, 0.68586, -0.12810], [4.29183, 0.10412, -1.10994], [0.43339, 0.84758, 0.20153], [0.09661, 2.08580, 0.87200], [-1.29239, 2.65566, 0.62596], [-1.55792, 3.83107, -0.01158], [-2.94265, 4.14758, -0.07172], [-3.70284, 3.20128, 0.53635], [-2.76168, 1.93798, 1.19383], [0.33537, 1.92345, 2.36229], [-0.27610, 2.53159, 3.40957], [0.27897, 2.15230, 4.67122], [1.29963, 1.26978, 4.54457], [1.61128, 0.90038, 2.90278], [1.14787, 3.05684, 0.35317], [1.91188, 3.93686, 1.05616], [2.86683, 4.61247, 0.24371], [2.81787, 4.20800, -1.05369], [1.62379, 3.01078, -1.30114], [-0.78279, 4.45973, -0.42473], [-3.33998, 5.03203, -0.54790], [-4.77485, 3.18839, 0.65510], [-1.08781, 3.23589, 3.29797], [-0.08103, 2.52074, 5.62047], [1.88521, 0.81146, 5.32426], [1.79708, 4.09469, 2.11912], [3.54569, 5.36797, 0.61123], [3.42945, 4.54274, -1.87617]], "atomic_forces_ev_per_a": [[0.99, -0.46, 1.04], [-0.12, -0.01, -0.16], [-0.09, 0.14, 0.00], [0.00, -0.05, -0.02], [0.01, 0.02, -0.03], [0.00, 0.05, 0.01], [0.02, -0.14, 0.08], [0.03, 0.12, 0.18], [0.02, -0.17, -0.10], [-0.22, 0.20, -0.30], [0.01, 0.00, 0.01], [0.01, -0.01, 0.00], [-0.02, 0.00, 0.01], [0.00, 0.02, -0.09], [0.17, 0.13, -0.01], [-0.09, -0.02, 0.03], [0.00, -0.24, -0.17], [0.01, 0.13, -0.11], [-0.12, -0.07, 0.03], [-0.30, 0.08, 0.17], [-0.09, 0.17, 0.30], [0.05, 0.23, 0.08], [-0.09, -0.17, -0.07], [-0.48, -0.16, -0.36], [0.02, -0.02, 0.04], [-0.03, -0.02, 0.01], [-0.01, -0.02, 0.01], [0.05, -0.01, -0.02], [-0.01, -0.02, -0.01], [0.10, 0.08, 0.05], [0.08, 0.01, -0.17], [0.00, -0.05, 0.01], [-0.16, 0.01, 0.09], [0.01, 0.05, 0.05], [0.10, 0.01, 0.04], [-0.38, -0.48, -0.34], [0.09, 0.11, -0.11], [0.00, -0.03, 0.04], [-0.02, -0.04, 0.01], [0.12, -0.01, -0.06], [0.01, 0.00, -0.03], [-0.05, 0.01, 0.00], [0.01, 0.00, -0.01], [0.17, 1.16, -0.01], [-0.09, -0.04, 0.43], [0.09, -0.24, -0.18], [-0.08, 0.11, -0.11], [0.13, 0.01, -0.04], [-0.04, -0.02, 0.10], [0.09, -0.07, -0.03], [-0.07, -0.31, -0.10], [0.02, 0.04, 0.15], [-0.05, 0.08, -0.09], [0.07, 0.04, -0.01], [0.10, 0.10, -0.02], [0.28, -0.30, -0.13], [-0.04, 0.14, -0.04], [-0.10, 0.04, 0.04], [0.00, 0.02, -0.02], [-0.08, -0.01, -0.02], [-0.01, -0.01, -0.01], [-0.01, 0.00, 0.02], [0.00, -0.02, -0.03], [-0.03, -0.04, -0.02], [0.00, -0.01, 0.01], [-0.03, -0.04, 0.00], [0.01, 0.00, 0.00], [0.04, -0.04, 0.01], [-0.01, 0.01, 0.00]], "mulliken_spin": [0.52, 0.00, 0.01, 0.00, 0.01, 0.00, 0.01, 0.01, 0.03, 0.33, 0.00, 0.00, 0.00, 0.00, 0.00, 0.00, 0.00, 0.00, 0.00, 0.03, 0.00, 0.02, 0.00, 0.01, 0.00, 0.00, 0.00, 0.00, 0.00, 0.00, 0.00, 0.00, 0.00, -0.01, 0.01, -0.02, 0.00, 0.00, 0.00, 0.00, 0.00, 0.00, 0.00, 0.05, -0.02, 0.03, 0.01, 0.00, 0.00, 0.00, -0.01, 0.00, 0.00, 0.00, 0.00, 0.00, 0.00, 0.00, 0.00, 0.00, 0.00, 0.00, 0.00, 0.00, 0.00, 0.00, 0.00, 0.00, 0.00], "orbital_gap_ev": [6.68, 5.63], "spin_multiplicity": 2, "charge": 0, "e_tot_ev": -186645.8225, "e_homo_ev": [-7.80, -7.80]}

=====

Record 2
{"formula": "C25H22CoF3IN7O6S", "method": "ωB97M-V/def2-TZVPD", "species": ["Co", "N", "C", "N", "C", "N", "C", "C", "N", "C", "C", "N", "H", "H", "H", "H", "H", "I", "C", "C", "C", "C", "C", "C", "C", "C", "C", "C", "H", "H", "H", "H", "H", "H", "C", "C", "C", "C", "C", "C", "O", "N", "C", "O", "N", "C", "O", "H", "H", "H", "H", "H", "H", "H", "H", "H", "H", "H", "F", "C", "F", "F", "S", "O", "O", "O"], "xyz": [[0.83990, 0.63307, 0.85976], [3.40012, 3.44081, -0.71573], [2.65991, 2.36687, -0.97004], [2.08793, 1.97722, 0.14943], [2.52880, 2.87962, 1.09916], [3.34143, 3.79711, 0.59768], [2.05352, 2.66340, 2.42602], [2.35356, 3.43954, 3.53800], [1.92752, 3.18077, 4.75897], [1.15817, 2.03835, 4.85424], [0.83152, 1.25638, 3.78769], [1.23745, 1.53590, 2.52458], [3.95702, 3.97351, -1.35802], [2.55517, 1.91316, -1.94178], [2.98107, 4.31570, 3.39890], [0.81209, 1.76756, 5.84327], [0.23773, 0.36286, 3.91988], [3.53732, -1.52256, -0.80567], [2.83675, -1.01553, -2.72981], [3.66979, -1.41206, -3.74203], [3.40910, -1.03517, -5.07365], [2.35009, -0.22677, -5.35418], [1.47104, 0.20563, -4.33090], [0.40106, 1.07842, -4.63953], [-0.44831, 1.49444, -3.65186], [-0.31055, 1.02679, -2.33905], [0.69489, 0.13934, -1.99366], [1.67082, -0.23729, -2.99108], [4.54662, -2.00251, -3.51477], [4.07254, -1.37142, -5.86061], [2.15668, 0.10053, -6.36911], [0.27264, 1.40263, -5.66503], [-1.26080, 2.17232, -3.88604], [-1.00733, 1.32010, -1.56255], [-3.38583, -1.29759, -0.69821], [-3.98095, -0.44907, 0.41670], [-3.10242, -0.37195, 1.67710], [-3.77031, 0.57648, 2.69532], [-2.97376, 0.78083, 3.97744], [-3.01517, -1.74862, 2.31428], [-4.00700, -2.39635, 2.58972], [-1.76400, -2.21058, 2.60491], [-0.54050, -1.61500, 2.26052], [0.49508, -2.16234, 2.58048], [-0.59756, -0.42669, 1.60473], [-1.74616, 0.20623, 1.30263], [-1.68829, 1.28563, 0.70807], [-4.05570, -1.32605, -1.55900], [-3.21406, -2.32485, -0.37404], [-2.43090, -0.89300, -1.04044], [-4.95042, -0.84588, 0.72415], [-4.12667, 0.57552, 0.07035], [-4.75609, 0.16299, 2.91823], [-3.90874, 1.53306, 2.18851], [-2.78879, -0.16534, 4.49174], [-3.51751, 1.42833, 4.66658], [-2.01054, 1.25238, 3.77506], [-1.69303, -3.13148, 3.01143], [0.21388, -5.44817, -1.89467], [1.05785, -4.47279, -1.55611], [1.70690, -4.82645, -0.45668], [1.92484, -4.29198, -2.54578], [0.08412, -2.86582, -1.24726], [-0.48924, -2.58646, -2.54671], [-0.76033, -3.21949, -0.12842], [0.76607, -0.38422, -0.79313]], "atomic_forces_ev_per_a": [[-0.02, 0.06, -0.02], [0.01, 0.00, 0.00], [0.00, 0.01, 0.00], [0.01, 0.01, -0.01], [0.00, 0.00, -0.01], [0.00, 0.00, 0.00], [0.00, 0.00, 0.00], [0.00, 0.00, 0.00], [0.00, 0.00, 0.00], [0.00, 0.00, 0.00], [0.00, 0.00, 0.00], [0.01, 0.00, 0.00], [0.00, 0.00, 0.00], [0.00, 0.01, 0.00], [0.00, 0.00, 0.00], [0.00, 0.00, 0.00], [0.00, 0.00, 0.00], [-0.01, 0.00, -0.01], [0.02, 0.01, 0.00], [-0.01, 0.00, 0.00], [0.00, 0.01, 0.00], [0.01, 0.00, -0.01], [0.00, 0.00, 0.00], [0.01, 0.00, 0.01], [0.00, 0.00, 0.00], [-0.02, -0.01, 0.00], [0.02, 0.01, 0.00], [0.00, 0.00, 0.00], [0.00, 0.00, 0.00], [0.00, 0.00, 0.00], [0.00, 0.00, 0.00], [0.00, 0.00, 0.00], [0.00, 0.00, 0.00], [0.01, 0.00, 0.00], [0.00, 0.00, 0.00], [0.00, 0.00, 0.00], [0.00, 0.02, 0.02], [0.00, 0.00, 0.00], [0.00, 0.00, 0.00], [0.00, -0.02, -0.04], [0.00, 0.01, 0.01], [0.00, 0.01, 0.01], [-0.03, 0.02, 0.04], [0.00, -0.01, -0.02], [0.05, -0.06, 0.05], [0.00, -0.04, -0.09], [0.01, 0.03, 0.03], [0.00, 0.00, 0.00], [0.00, 0.00, 0.00], [0.00, 0.00, 0.00], [0.00, 0.00, 0.00], [0.00, 0.00, 0.00], [0.00, 0.00, 0.00], [0.00, 0.00, 0.00], [0.00, 0.00, 0.00], [0.00, 0.00, 0.00], [0.00, 0.00, 0.00], [0.00, 0.00, 0.00], [0.01, 0.00, -0.01], [-0.01, 0.00, 0.00], [0.00, 0.00, 0.00], [-0.01, -0.01, -0.01], [0.02, -0.01, 0.03], [0.01, 0.01, 0.00], [-0.01, -0.01, -0.01], [-0.06, -0.03, -0.01]], "mulliken_spin": [1.07, 0.01, -0.03, -0.02, -0.04, 0.11, 0.29, -0.05, 0.21, 0.17, 0.01, 0.31, 0.00, 0.00, -0.01, 0.01, 0.02, 0.00, -0.03, 0.00, -0.01, 0.01, 0.00, 0.03, -0.01, 0.02, 0.01, -0.03, 0.00, 0.00, 0.00, 0.00, 0.00, 0.00, 0.00, 0.00, 0.01, 0.00, -0.01, 0.00, 0.00, 0.00, 0.00, 0.00, -0.05, -0.08, 0.01, 0.00, 0.00, -0.01, 0.00, 0.00, 0.00, 0.00, 0.00, 0.00, 0.01, 0.00, 0.02, 0.16, 0.01, 0.01, 0.32, 0.19, 0.18, 0.17], "orbital_gap_ev": [5.12, 5.43], "spin_multiplicity": 4, "charge": -1, "e_tot_ev": -113716.9829, "e_homo_ev": [-2.85, -5.15]}